[1]
{
  "formula": "C10H30F2HfO10",
  "method": "ωB97M-V with the def2-TZVPD basis set",
  "species": ["Hf", "F", "F", "C", "C", "O", "O", "H", "H", "H", "H", "H", "H", "C", "C", "O", "O", "H", "H", "H", "H", "H", "H", "C", "C", "O", "O", "H", "H", "H", "H", "H", "H", "C", "C", "O", "O", "H", "H", "H", "H", "H", "H", "C", "C", "O", "O", "H", "H", "H", "H", "H", "H"],
  "positions_angstrom": [[-2.436766, 4.943669, 2.520687], [-5.487466, 4.257659, -0.460063], [-1.353556, 1.479579, 0.533977], [-6.002296, -0.205111, -4.538333], [-7.479006, -0.656341, -4.193443], [-8.180816, 0.370589, -3.584673], [-6.026216, 0.513239, -5.710063], [-5.327936, -1.012631, -4.823393], [-5.524286, 0.324579, -3.714293], [-7.579026, -1.574171, -3.614053], [-7.938906, -0.936421, -5.141153], [-8.101966, 0.170839, -2.649003], [-5.139076, 0.581019, -6.070613], [0.940404, -0.418241, -4.976633], [0.717024, -1.907531, -4.875183], [1.045354, -2.613201, -6.088293], [0.082704, 0.103089, -5.874163], [1.875814, -0.009671, -5.358983], [0.844884, 0.154869, -4.054403], [-0.312956, -2.097021, -4.572973], [1.292354, -2.392991, -4.086873], [1.993544, -2.483241, -6.163423], [0.069304, 1.062709, -5.897723], [1.216404, 2.099429, 8.167007], [0.554814, 1.238169, 7.102997], [-0.570036, 1.937549, 6.526227], [0.364514, 1.972559, 9.341847], [1.384014, 3.159479, 7.976447], [2.227774, 1.781819, 8.420707], [0.233964, 0.302229, 7.560357], [1.358234, 0.893019, 6.452237], [-1.115496, 1.927829, 7.316147], [-0.088406, 2.803209, 9.504567], [-0.248856, -3.933491, 2.404827], [1.247564, -3.744571, 2.062437], [1.876024, -5.018431, 1.634017], [-1.014506, -3.546621, 1.256967], [-0.467476, -3.194441, 3.175617], [-0.508676, -4.954841, 2.683127], [1.798804, -3.531121, 2.978227], [1.424254, -3.055381, 1.236667], [1.497354, -5.674471, 2.223777], [-0.982666, -2.587151, 1.255467], [5.543454, 1.603279, -0.092423], [6.151794, 2.671029, -0.928393], [6.703454, 2.436439, -2.179853], [5.353654, 2.051439, 1.150407], [6.127724, 0.685499, -0.158783], [4.532424, 1.435979, -0.463823], [6.965054, 3.209829, -0.442203], [5.424274, 3.463309, -1.104803], [6.252114, 3.093279, -2.715063], [4.787354, 2.819879, 1.048347]],
  "atomic_forces_ev_per_a": [[-0.8, -0.7, -1.0], [0.9, 0.2, 0.8], [0.0, 0.4, 0.3], [0.4, -1.7, -0.7], [0.3, -0.2, -0.6], [-0.1, -0.1, 0.0], [-0.8, 1.7, -0.4], [-0.1, -0.9, 1.0], [-0.3, 0.3, 0.5], [0.8, 0.0, 0.4], [0.0, 0.5, -0.3], [-0.3, 0.5, 0.4], [0.1, -0.1, -0.3], [1.0, 0.9, 0.8], [0.6, -0.9, -0.3], [-0.7, 0.8, 0.9], [-2.8, 0.3, -2.1], [1.4, -1.1, 0.3], [-0.1, -0.5, 0.9], [-0.2, 0.1, -0.6], [0.4, 0.5, 0.4], [0.3, -0.2, -0.4], [0.1, 0.1, 0.2], [-0.6, -0.2, 1.4], [1.3, 0.4, 0.2], [0.9, -0.8, 0.1], [0.3, 0.2, -0.4], [-0.5, 0.0, -0.8], [-0.1, -0.7, 0.1], [-0.2, 0.1, 0.3], [-0.5, 0.6, -1.1], [-0.8, 0.3, -0.1], [0.1, 0.1, 0.1], [-0.4, 1.3, -1.2], [1.5, -2.9, -0.4], [-1.3, 1.9, 0.0], [0.4, -0.7, 0.6], [-0.1, -0.4, 0.5], [0.1, 0.2, 0.0], [-0.1, 0.7, 0.2], [-0.1, 0.1, 0.4], [0.2, -0.5, 0.1], [-0.2, 0.3, -0.3], [0.0, -1.7, -2.2], [0.8, 2.9, -0.7], [-0.5, -1.1, -1.0], [0.1, 0.7, 2.8], [0.0, 0.0, 0.4], [-0.2, -0.6, -1.0], [0.1, -0.4, 1.2], [-0.6, 0.2, 0.5], [0.4, -0.3, -0.8], [-0.1, 0.3, 0.6]],
  "de_lowest_ev": 25.994,
  "fmax_ev_per_a": 3.5,
  "total_charge": 2,
  "homo_lumo_gap_ev": 1.49,
  "homo_energy_ev": -13.91,
  "e_tot_ev": -38031.165
}

[2]
{
  "formula": "C14H20Cl2N2O2OsPSe",
  "method": "ωB97M-V with the def2-TZVPD basis set",
  "species": ["C", "C", "H", "H", "H", "O", "Cl", "Os", "P", "C", "C", "H", "H", "H", "C", "H", "H", "H", "H", "H", "H", "C", "O", "Cl", "C", "N", "C", "Se", "N", "C", "C", "C", "C", "C", "C", "H", "H", "H", "H", "H", "H", "H", "H"],
  "positions_angstrom": [[-3.621617, 3.235402, 0.435749], [-3.013827, 2.298621, -0.453858], [-3.831420, 4.205473, -0.087492], [-2.885507, 3.317567, 1.287960], [-4.532159, 2.658622, 0.724890], [-2.772459, 1.810179, -1.615507], [-2.478613, 0.512111, 0.977255], [-0.613316, -0.456122, -1.052835], [-2.670898, -1.091763, -1.609711], [-2.806202, -1.395556, -3.422365], [-2.870508, -2.706205, -0.733225], [-4.520191, -0.287277, -0.194009], [-5.088329, -1.039632, -1.746011], [-4.441653, 0.650658, -1.741903], [-4.368354, -0.347538, -1.282558], [-2.771737, -2.520341, 0.351835], [-3.878849, -3.072690, -0.981104], [-3.767147, -1.906426, -3.605428], [-1.948171, -2.014574, -3.729836], [-2.078723, -3.383197, -1.093600], [-2.779519, -0.416821, -3.931086], [0.107014, -0.233054, -2.672401], [0.533295, 0.017220, -3.759136], [0.499292, -2.269558, -0.181133], [3.198574, 0.795940, -0.937645], [2.820856, 0.552899, 0.445516], [1.614004, 0.864772, 0.972649], [0.155856, 1.597618, -0.037514], [1.682259, 0.522485, 2.280107], [2.916804, -0.013694, 2.611897], [3.527261, -0.239018, 3.841827], [4.928700, -0.463979, 3.833293], [5.651866, -0.456292, 2.620125], [5.023887, -0.235031, 1.393998], [3.654521, -0.012806, 1.424137], [4.262732, 0.574480, -1.034911], [3.003686, 1.840518, -1.220367], [2.620534, 0.138554, -1.604510], [0.863127, 0.630462, 2.922672], [2.934666, -0.222076, 4.753020], [5.452930, -0.623187, 4.767594], [6.739997, -0.612117, 2.656715], [5.547338, -0.204630, 0.426907]],
  "atomic_forces_ev_per_a": [[0.7, 0.2, 0.4], [1.8, -4.7, -9.5], [0.1, -0.8, 0.4], [-1.1, 0.2, -0.5], [0.2, 0.6, 0.3], [-1.3, 5.1, 9.4], [1.1, 0.2, -0.4], [0.3, -0.9, 5.7], [-4.5, -2.2, -2.5], [0.2, 0.0, 0.6], [0.5, 0.4, -0.1], [-0.2, -0.1, -0.6], [0.3, 0.2, 0.1], [-0.4, -0.9, 0.1], [0.6, 0.3, 0.2], [-0.1, -0.3, -0.5], [0.4, 0.0, 0.1], [0.5, 0.2, -0.1], [-0.5, 0.2, -0.1], [-0.5, 0.1, 0.3], [-0.1, -0.4, 0.1], [2.6, 1.8, -9.4], [-1.8, -1.4, 5.5], [-0.4, 0.9, -0.3], [-0.1, 0.0, -0.5], [-0.6, -0.2, -0.2], [1.8, -0.7, 0.6], [1.5, 0.9, 1.2], [-2.3, 0.5, 0.8], [0.2, 0.5, -0.2], [1.1, -0.5, 0.4], [-1.9, 0.2, -0.3], [0.2, -0.1, -0.6], [0.6, -0.2, -0.1], [-0.5, 1.0, -0.3], [-0.3, 0.1, -0.2], [0.2, -0.3, 0.2], [0.4, 0.1, 0.2], [1.3, -0.1, -0.7], [0.3, 0.0, 0.0], [-0.1, 0.0, 0.0], [-0.6, 0.1, -0.1], [0.0, -0.1, 0.8]],
  "fmax_ev_per_a": 10.8,
  "s_squared": 6.029,
  "spin_multiplicity": 5,
  "total_charge": 3,
  "homo_lumo_gap_ev": [6.59, 3.91],
  "homo_energy_ev": [-17.69, -17.67],
  "e_tot_ev": -124033.518
}

[3]
{
  "formula": "C4H5O3",
  "method": "ωB97M-V with the def2-TZVPD basis set",
  "species": ["C", "C", "C", "C", "O", "O", "O", "H", "H", "H", "H", "H"],
  "positions_angstrom": [[0.710727, 0.952200, 1.709073], [0.040548, 0.068765, -1.243057], [-1.060668, -0.419485, -0.276792], [0.945606, -0.186545, 0.787527], [1.065047, 0.547254, -0.318367], [-0.312925, -0.787511, 0.906041], [0.124917, 1.746848, 2.211698], [0.528473, -0.665317, -1.867498], [-0.460908, 0.883734, -1.971042], [-1.840658, 0.298150, -0.248976], [-1.457896, -1.357330, -0.642683], [1.717738, -1.080762, 0.954076]],
  "atomic_forces_ev_per_a": [[0.0, -0.1, 1.3], [-1.8, 1.5, -1.5], [1.6, -1.5, -1.8], [1.0, -3.8, 0.7], [-0.1, 1.0, -2.2], [-0.4, 0.6, -0.3], [0.1, 0.8, 0.5], [-0.1, -0.4, 0.0], [1.8, -1.4, 1.9], [-0.6, 0.8, 1.2], [-0.3, -0.1, 0.0], [-1.0, 2.6, 0.3]],
  "de_lowest_ev": 2.180,
  "fmax_ev_per_a": 4.0,
  "total_charge": 1,
  "homo_lumo_gap_ev": 10.72,
  "homo_energy_ev": -16.48,
  "e_tot_ev": -10360.672
}